1.
54
Properties=species:S:1:pos:R:3:nbo_charge:R:1 method="wB97M-V/def2-TZVPD" smiles=CO.CO.CO.CO.CO.CO.CO.CO.CO de_lowest_kcal_mol=129.50 charge=0 lumo_ev=0.2 spin_multiplicity=1
C -0.22710 -3.94459 1.52164 -0.256
O -1.22106 -3.49834 0.60817 -0.753
H -0.04398 -5.00743 1.36374 0.174
H 0.69873 -3.37638 1.43182 0.190
H -0.57968 -3.82244 2.54578 0.172
H -1.91499 -4.15815 0.53961 0.487
C 1.25145 2.32779 2.28260 -0.270
O 1.07299 2.45645 3.70988 -0.741
H 1.67201 3.19966 1.78152 0.190
H 1.87396 1.47434 2.01392 0.172
H 0.31352 2.20755 1.74044 0.184
H 1.94340 2.54271 4.10554 0.482
C -0.93832 -0.19862 3.21553 -0.254
O -0.92943 0.63609 4.38190 -0.744
H 0.10412 -0.43179 2.99857 0.159
H -1.45288 -1.14810 3.36325 0.177
H -1.26808 0.31215 2.31084 0.153
H -0.31415 1.34088 4.16676 0.490
C 3.33206 -1.77316 0.19382 -0.242
O 4.72321 -1.96769 0.03281 -0.726
H 2.75010 -1.89741 -0.71941 0.162
H 2.90868 -2.48367 0.90377 0.157
H 3.12679 -0.74186 0.48088 0.183
H 4.93942 -2.90273 0.05645 0.467
C -0.93753 -0.14653 -0.48513 -0.237
O 0.02239 -1.07415 -0.05852 -0.759
H -1.04751 -0.10062 -1.56859 0.156
H -1.87992 -0.47038 -0.04341 0.165
H -0.71087 0.82998 -0.05717 0.166
H -0.42674 -1.85370 0.27641 0.495
C 2.54624 1.89191 -1.20627 -0.252
O 1.86267 3.15985 -1.24974 -0.754
H 2.05423 1.21876 -0.50420 0.159
H 2.53510 1.43554 -2.19607 0.162
H 3.59812 2.00582 -0.94420 0.184
H 1.01056 3.02903 -1.67208 0.487
C -1.48792 3.40620 -1.77261 -0.258
O -0.58767 2.61250 -2.49980 -0.744
H -1.16524 4.43765 -1.91435 0.185
H -2.46099 3.35795 -2.26138 0.171
H -1.61146 3.18731 -0.71198 0.176
H -1.11011 2.06611 -3.09151 0.485
C -4.97821 -0.16567 -0.04502 -0.234
O -5.78150 -1.16834 -0.51728 -0.711
H -5.50630 0.35478 0.75395 0.184
H -4.05475 -0.60311 0.33440 0.153
H -4.75570 0.55181 -0.83484 0.149
H -5.33321 -1.58084 -1.25922 0.460
C 1.07987 -0.78535 -3.49180 -0.250
O 1.91523 -1.54095 -4.33799 -0.719
H 1.42014 -0.96059 -2.47121 0.175
H 1.13925 0.29901 -3.58528 0.153
H 0.02858 -1.03039 -3.64293 0.172
H 2.80225 -1.50910 -3.97223 0.467



2.
17
Properties=species:S:1:pos:R:3:nbo_charge:R:1 method="wB97M-V/def2-TZVPD" de_lowest_kcal_mol=71.14 charge=0 lumo_ev=-0.6 spin_multiplicity=1
C 1.12746 -2.08659 -0.38011 -0.211
C 1.83802 -0.94875 -0.20215 -0.194
C -0.27753 -2.02650 -0.40220 -0.204
C 1.16253 0.28014 -0.32333 -0.161
C -0.92413 -0.80297 -0.34311 -0.188
C -0.20019 0.35778 -0.38060 -0.137
C -0.98347 1.69352 -0.26417 -0.395
O 0.17480 1.94602 2.12084 -0.889
S -1.08162 2.33928 1.48056 1.300
Cl -2.45391 2.01377 -1.05720 0.072
Cl -2.32327 0.78952 2.16392 -0.268
H 1.70391 -2.90820 -0.03357 0.219
H 2.92708 -0.89842 -0.13318 0.219
H -0.71956 -3.01533 -0.45542 0.222
H 1.71196 1.18490 -0.49445 0.214
H -2.01589 -0.60288 -0.46317 0.225
H 0.33381 2.68471 -0.83267 0.175



3.
158
Properties=species:S:1:pos:R:3:lowdin_charge:R:1 method="wB97M-V/def2-TZVPD" de_lowest_kcal_mol=0.00 charge=+5 lumo_ev=-12.1 spin_multiplicity=1
N 0.47707 -0.41699 0.68918 -0.740
O 1.35703 -0.46569 -0.09468 -0.051
O -0.64435 -0.10565 0.29494 -0.090
O 0.70764 -0.70818 1.86895 -0.116
C 7.18699 -6.34888 4.33321 0.032
C 6.08144 -5.43884 3.89209 -0.360
O 4.91374 -5.73104 4.07598 0.169
N 6.57522 -4.07715 3.39844 0.095
H 7.20239 -3.79655 4.13873 0.168
H 7.20856 -4.16956 2.61713 0.171
C 5.51775 -2.94515 3.03570 0.082
H 7.00753 -6.70401 5.34799 0.121
H 8.17963 -5.92175 4.19062 0.095
H 7.10005 -7.21312 3.67470 0.117
H 4.99944 -2.81726 3.98601 0.102
H 4.83101 -3.33798 2.28592 0.107
H 6.12172 -2.11058 2.67959 0.103
C 4.70321 8.21968 4.23195 0.018
C 3.68376 7.82670 3.14680 -0.448
C 4.39128 6.98394 2.06128 -0.139
C 4.73906 5.51005 2.35161 -0.129
C 3.48362 4.68969 2.93978 -0.112
C 2.69713 5.45658 4.01787 -0.399
N 2.52141 6.96495 3.68747 0.179
O 1.68489 7.66915 4.58265 0.185
C 3.41797 5.21484 5.45485 0.016
C 1.39105 4.72507 4.18337 -0.054
C 3.21130 9.09601 2.43006 -0.015
H 4.69449 7.45895 5.01253 0.070
H 4.41415 9.16559 4.69000 0.104
H 5.73597 8.39506 3.93073 0.116
H 5.28333 7.52603 1.74750 0.137
H 3.66507 6.98955 1.24844 0.117
H 5.61863 5.35098 2.97541 0.110
H 5.05724 5.03256 1.42486 0.112
H 3.83290 3.72682 3.31258 0.127
H 2.88500 4.43006 2.06665 0.119
H 4.49146 5.40372 5.45027 0.083
H 3.48390 4.14977 5.67706 0.095
H 2.80748 5.58148 6.28006 0.101
H 1.47822 3.65349 4.00381 0.104
H 0.65735 5.04505 3.44353 0.097
H 0.81083 4.76674 5.10516 0.098
H 4.01206 9.60589 1.89442 0.117
H 2.64491 9.83633 2.99506 0.101
H 2.48457 8.70607 1.71738 0.088
C 3.43118 -4.89360 -3.90874 -0.029
C 4.20640 -4.72687 -5.21402 -0.417
C 5.51370 -5.70116 -5.31547 -0.088
C 6.13525 -5.84822 -6.70529 -0.155
C 5.11586 -5.98870 -7.87493 -0.090
C 3.69850 -5.34915 -7.79029 -0.402
N 3.29001 -5.00328 -6.33388 0.130
O 1.90278 -4.93745 -6.10058 0.139
C 2.65544 -6.17723 -8.54170 -0.017
C 3.74241 -3.96795 -8.54544 0.012
C 4.69073 -3.24763 -5.20380 0.006
H 2.78400 -4.07152 -3.60306 0.098
H 4.21139 -4.96727 -3.15115 0.099
H 2.84969 -5.81500 -3.94021 0.098
H 5.27262 -6.71940 -5.01025 0.122
H 6.22612 -5.48195 -4.52017 0.126
H 6.70922 -6.77484 -6.69904 0.126
H 6.80473 -5.00559 -6.87812 0.115
H 4.91354 -7.05151 -7.74231 0.121
H 5.58046 -5.81888 -8.84623 0.139
H 2.83892 -6.49938 -9.56671 0.121
H 1.65738 -5.74490 -8.47047 0.090
H 2.56128 -7.09517 -7.96152 0.098
H 2.79596 -3.45321 -8.71086 0.102
H 4.19044 -4.27678 -9.48989 0.106
H 4.33572 -3.18971 -8.06542 0.073
H 3.89054 -2.54652 -4.96664 0.096
H 4.99011 -2.91719 -6.19843 0.072
H 5.44534 -3.05045 -4.44237 0.109
C -3.45223 -1.35787 4.59944 -0.012
C -2.98394 -2.13151 5.83449 -0.409
C -2.45617 -3.53682 5.37062 -0.122
C -1.39067 -4.10239 6.30102 -0.166
C -0.28757 -3.02702 6.42248 -0.150
C -0.71946 -1.81234 7.19497 -0.402
N -1.92323 -1.22631 6.48288 0.147
O -2.24729 0.09508 6.80780 0.174
C 0.53170 -0.90770 7.19175 -0.034
C -1.08442 -2.16717 8.72881 0.046
C -4.06594 -2.44031 6.88012 0.003
H -3.94977 -0.40270 4.76737 0.095
H -3.95123 -2.06394 3.93569 0.104
H -2.61428 -1.03458 3.98184 0.098
H -1.99609 -3.33072 4.40421 0.119
H -3.14338 -4.34516 5.12074 0.142
H -0.91766 -4.97997 5.86033 0.125
H -1.72147 -4.52279 7.25072 0.117
H -0.08187 -2.88459 5.36158 0.134
H 0.62820 -3.46496 6.81957 0.136
H 0.66326 -0.08384 7.89320 0.092
H 0.87156 -0.46415 6.25588 0.095
H 1.41248 -1.45355 7.52995 0.094
H -1.92530 -2.85798 8.79044 0.063
H -1.49213 -1.27815 9.20998 0.097
H -0.30777 -2.61462 9.34905 0.113
H -3.74912 -2.95669 7.78625 0.085
H -4.94668 -2.87895 6.41111 0.115
H -4.49846 -1.58982 7.40710 0.098
C -4.04246 6.48355 -3.62516 -0.089
C -3.00600 5.35712 -3.47594 -0.204
C -1.80561 5.77994 -4.37249 -0.137
N -0.73439 4.73938 -4.45138 -0.241
C -1.16649 3.50003 -5.28921 0.052
C 0.53827 5.28211 -5.08567 -0.102
C 1.61967 4.41438 -4.47107 -0.134
C 1.02235 3.72495 -3.20234 -0.150
C -0.28754 4.39262 -2.98472 -0.082
H -4.08961 6.84964 -4.65076 0.082
H -3.82586 7.37238 -3.03256 0.082
H -5.05076 6.28901 -3.25969 0.082
H -3.40742 4.40232 -3.81552 0.103
H -2.75156 5.19018 -2.42928 0.103
H -1.30378 6.66130 -3.97315 0.135
H -2.05444 6.01312 -5.40777 0.143
H -1.55244 3.77110 -6.27190 0.113
H -1.96875 2.94226 -4.80613 0.100
H -0.34231 2.82429 -5.51770 0.104
H 0.63135 5.13291 -6.16139 0.139
H 0.55504 6.36863 -5.00018 0.138
H 2.03481 3.68238 -5.16385 0.119
H 2.40770 5.05415 -4.07382 0.121
H 1.09714 2.67022 -3.46702 0.121
H 1.46577 3.89279 -2.22086 0.121
H -1.06755 3.80503 -2.50056 0.135
H -0.18876 5.35409 -2.48082 0.144
C -5.97048 0.86829 -0.99761 -0.089
C -6.65633 -0.43311 -1.32776 -0.216
C -8.13990 -0.62765 -0.87007 -0.093
N -8.82784 -1.79443 -1.60314 -0.266
C -8.84744 -1.44637 -3.14425 0.052
C -10.30637 -1.97779 -1.27627 -0.121
C -10.64986 -3.40848 -1.38705 -0.150
C -9.31348 -4.09225 -1.62701 -0.128
C -8.17035 -3.11042 -1.27751 -0.073
H -6.58198 1.76494 -1.09857 0.077
H -5.10164 1.09926 -1.61394 0.079
H -5.75045 0.97674 0.06443 0.080
H -6.13301 -1.31200 -0.95119 0.107
H -6.58642 -0.69861 -2.38261 0.093
H -8.82073 0.16744 -1.17406 0.127
H -8.31855 -0.76058 0.19695 0.135
H -9.04647 -0.37679 -3.21117 0.112
H -9.61606 -1.91703 -3.75727 0.114
H -7.88451 -1.78615 -3.52559 0.095
H -10.92153 -1.24111 -1.79296 0.147
H -10.31708 -1.73840 -0.21294 0.134
H -11.42640 -3.58857 -2.13045 0.136
H -10.95735 -3.78881 -0.41293 0.128
H -9.26605 -4.27911 -2.69983 0.120
H -9.28759 -5.00138 -1.02625 0.128
H -7.34084 -3.21934 -1.97620 0.133
H -7.93338 -2.95886 -0.22443 0.140



4.
20
Properties=species:S:1:pos:R:3:nbo_charge:R:1 method="wB97M-V/def2-TZVPD" smiles="C=CCCCC.[H][H]" de_lowest_kcal_mol=39.61 charge=0 lumo_ev=1.3 spin_multiplicity=1
C -0.44692 -2.55563 -1.80002 -0.406
C 0.31881 -1.57610 -1.32655 -0.159
C 0.31621 -1.08706 0.09456 -0.439
C 0.20791 0.43535 0.23373 -0.386
C 0.33335 0.88639 1.68894 -0.390
C 0.26960 2.40133 1.86191 -0.602
H -0.39351 -2.87038 -2.83901 0.200
H -1.16008 -3.07676 -1.16406 0.190
H 1.01808 -1.08146 -2.00390 0.194
H 1.24921 -1.40874 0.58096 0.209
H -0.50281 -1.56911 0.64495 0.203
H -0.74857 0.78102 -0.18188 0.201
H 0.99512 0.91573 -0.36611 0.194
H -0.46211 0.41467 2.28233 0.194
H 1.28209 0.51085 2.09710 0.193
H 1.07648 2.89522 1.30772 0.201
H 0.36468 2.68543 2.91559 0.209
H -0.68169 2.80190 1.49291 0.202
H -1.40808 -0.08753 -2.64227 0.006
H -1.62776 0.58489 -2.87690 -0.013



5.
50
Properties=species:S:1:pos:R:3:nbo_charge:R:1 method="wB97M-V/def2-TZVPD" de_lowest_kcal_mol=15.86 charge=+2 lumo_ev=-8.1 spin_multiplicity=1
C 0.08241 0.21167 -4.78709 0.316
C 1.46281 0.72467 -5.16930 -0.688
C -0.16837 -1.21111 -5.26203 -0.690
C -1.04000 1.15921 -5.17995 -0.689
Cl 0.11765 0.24289 -2.69719 -0.320
H -0.16405 -1.28624 -6.36158 0.270
H -1.14052 -1.57911 -4.91653 0.225
H 0.59994 -1.89433 -4.88508 0.228
H 1.58789 0.85380 -6.25126 0.262
H 2.23530 0.03104 -4.82272 0.226
H 1.64547 1.69307 -4.69248 0.234
H -1.09535 1.31753 -6.26585 0.264
H -0.89554 2.13531 -4.70610 0.234
H -2.00786 0.76695 -4.85138 0.225
C 1.49332 -1.70035 1.69972 -0.224
C 0.62204 -2.51930 0.92826 -0.267
C 0.73277 -2.10574 -0.44257 -0.295
H 0.02884 -3.34782 1.31937 0.280
C 1.70484 -1.04324 -0.50242 -0.283
C 2.20688 -0.82752 0.81388 -0.261
H 3.08137 -0.21203 1.04498 0.263
H 1.71072 -1.87138 2.75702 0.278
H 0.27712 -2.59702 -1.30394 0.284
H 2.06846 -0.54882 -1.40477 0.305
C -2.32474 0.58747 0.79897 -0.236
C -2.29595 -0.67861 1.49479 -0.278
C -2.09839 -1.71284 0.53773 -0.233
H -2.47334 -0.85308 2.54663 0.273
C -1.88396 -1.09499 -0.74385 -0.225
C -2.01374 0.32932 -0.57926 -0.293
H -1.92459 1.08229 -1.35334 0.298
H -2.64589 1.55308 1.19535 0.283
H -2.15333 -2.77905 0.75584 0.276
H -1.75964 -1.61055 -1.68802 0.275
Ti -0.19317 -0.34303 0.59113 1.352
C 2.70189 1.20374 5.07501 -0.672
C 1.43506 1.10967 4.33065 0.269
C 0.12798 1.32833 4.73006 -0.312
C -0.67998 1.16365 3.61211 0.240
N 0.09544 0.77913 2.53113 -0.401
N 1.37945 0.84660 3.01211 -0.336
C -2.10457 1.56015 3.71382 -0.658
H 3.05677 2.24194 5.13841 0.271
H 2.56363 0.84576 6.09945 0.269
H 3.48555 0.60238 4.60010 0.235
H -0.22790 1.60344 5.70848 0.262
H 2.21675 0.80731 2.43298 0.427
H -2.24240 1.87596 4.75552 0.262
H -2.37483 2.41758 3.08323 0.247
H -2.81229 0.74225 3.55996 0.229